{"formula": "CH6NS", "method": "ωB97M-V/def2-TZVPD", "relative_energy_kj_mol": 148.0, "e_tot_ha": -494.29958, "charge": 1, "species": ["H", "N", "H", "C", "H", "H", "H", "H", "S"], "positions_angstrom": [[1.423311, -0.072416, 0.810860], [1.231772, -0.595072, 0.030636], [-2.102249, 0.261066, -1.383150], [-0.704582, 0.616344, 0.347189], [1.694722, -0.127935, -0.795981], [1.480105, -1.538210, 0.122703], [-0.561506, 1.491823, -0.188387], [-0.508205, 0.305778, 1.322708], [-1.953365, -0.341375, -0.266581]], "atomic_forces_ev_per_a": [[1.40, 1.06, 2.32], [-0.79, 2.36, -3.58], [-0.27, 1.02, -1.80], [-2.36, -3.63, -1.48], [-0.53, -1.06, 1.29], [0.24, -1.57, 0.10], [1.19, 1.68, -0.40], [0.59, 0.56, 1.53], [0.53, -0.43, 2.02]]}

---

{"formula": "C2H6ClOPS2", "method": "ωB97M-V/def2-TZVPD", "relative_energy_kj_mol": 121.6, "e_tot_ha": -1752.84493, "charge": 0, "species": ["S", "H", "H", "C", "H", "P", "H", "O", "H", "S", "H", "Cl", "C"], "positions_angstrom": [[-2.095104, -1.191091, 1.713075], [-2.177288, -2.619560, 1.570120], [-2.552578, 0.447822, -1.863195], [3.719173, 0.298104, 0.642531], [3.517958, 1.277453, 0.146855], [-0.922269, -1.130192, -0.090004], [-2.724475, 1.690595, -0.613115], [-0.977597, 0.463174, -0.513103], [4.144394, -0.529412, 0.139130], [1.082678, -1.529961, 0.351768], [-1.580886, 1.714523, -2.018126], [2.626039, -0.056432, 1.748959], [-2.060045, 1.164982, -1.214900]], "atomic_forces_ev_per_a": [[0.16, -1.80, -0.36], [0.03, 2.00, 0.25], [-0.80, -0.49, 0.43], [0.48, 2.36, -1.75], [0.65, -1.06, 0.25], [0.57, 0.21, -0.43], [-0.83, 0.89, 1.25], [-0.29, 0.50, 0.50], [0.69, -0.43, -0.42], [-2.05, -0.08, -0.64], [0.31, 0.94, 0.57], [-1.09, -0.32, 2.37], [2.15, -2.72, -2.02]]}

---

{"formula": "C27H44N3O5Si4W", "method": "ωB97M-V/def2-TZVPD", "s_squared": 2.0294, "relative_energy_kj_mol": 53.6, "e_tot_ha": -2820.70369, "spin_multiplicity": 3, "charge": 1, "species": ["C", "H", "Si", "C", "N", "H", "O", "H", "C", "H", "O", "C", "O", "C", "H", "C", "H", "C", "C", "H", "H", "H", "H", "H", "C", "C", "Si", "C", "C", "H", "C", "H", "H", "H", "C", "H", "H", "O", "C", "H", "O", "H", "H", "Si", "H", "C", "C", "Si", "H", "H", "N", "H", "C", "H", "C", "W", "H", "C", "H", "H", "H", "H", "H", "C", "C", "H", "H", "H", "H", "H", "H", "H", "H", "H", "H", "H", "C", "C", "C", "C", "N", "H", "C", "H"], "positions_angstrom": [[3.260894, 3.224075, -1.313914], [5.161335, -0.982752, -1.690539], [1.221487, -0.802208, 3.109940], [-2.558487, -0.289549, -3.926457], [-1.732797, 1.685070, 1.040895], [1.116035, 2.530707, -3.560690], [-2.139971, -1.280128, 2.796280], [4.528682, -0.754202, -0.063301], [-3.041787, 3.676919, 1.150496], [2.770942, 0.885832, -3.666340], [-0.899732, -2.423696, -0.377160], [-2.581898, -1.442149, 1.484914], [-0.086284, -0.992130, 1.892940], [1.110146, 0.356736, 4.591903], [-2.409662, -1.006090, -4.720533], [-0.218812, -3.307392, 0.605407], [-2.902298, -2.609745, -0.971234], [-3.306517, 0.873217, -4.118044], [-1.840705, -4.548463, -0.641805], [-3.559494, 3.191105, -1.143695], [3.498057, -1.691622, 3.472429], [0.414936, 4.033344, -2.962552], [2.306146, -2.987005, 3.684407], [-0.443155, 2.508141, -2.729606], [2.367748, -2.586124, -1.687167], [-2.840782, 1.468154, -1.842029], [1.086934, 0.501847, -0.552557], [-1.117826, -3.195595, 1.841956], [0.548594, 2.972049, -2.737101], [1.990095, 0.179981, 5.219564], [-0.852552, -1.925885, 2.706211], [3.345243, 4.276768, -1.596803], [-1.847219, -4.715723, -1.717239], [1.317404, 4.817992, 0.298256], [-2.559844, 2.557096, 0.463028], [3.032343, 0.842058, 2.149406], [1.330281, -2.813793, -1.944001], [-3.271186, -0.565930, 0.859412], [2.053731, 0.450058, 1.852479], [-1.558108, 3.044409, 4.114437], [-0.122790, -1.998987, 3.792864], [-3.332465, -3.491401, 1.552873], [-0.779330, 1.136831, 2.787261], [2.707563, -0.740130, -1.761177], [3.737321, 2.630689, -2.096098], [-0.411389, -4.667413, -0.052696], [2.543018, -0.176575, -3.546543], [1.456613, 2.771347, -1.094480], [1.408324, 1.320160, 1.677149], [-1.073713, -4.082602, 2.468224], [-2.148699, 0.346268, -1.646909], [-3.704023, 4.367037, 0.643791], [2.563998, -2.112591, 3.088205], [2.575497, -2.992709, -0.693875], [-2.199675, -3.106010, -0.306226], [-1.204953, -0.259072, 0.235089], [3.826312, 3.083820, -0.389893], [-2.488470, -2.917928, 1.170643], [-0.295365, 4.280461, -0.162928], [-2.548844, -5.240371, -0.188544], [-4.007524, 2.668831, -3.195782], [-0.312998, -5.472947, 0.672045], [3.237801, -0.737714, -4.176600], [-1.850806, 2.952011, 3.079090], [-2.007887, -0.503102, -2.694065], [3.014845, -3.110942, -2.394771], [-3.063139, 4.735939, 3.001110], [-1.404805, -1.380044, -2.494529], [2.288252, -0.118520, 0.917567], [0.329556, -4.819328, -0.835358], [0.231274, 0.159837, 5.204680], [-3.765863, 1.085247, -5.074064], [1.535173, -0.351308, -3.932378], [0.802847, -2.969651, 0.728930], [1.132513, 1.414433, 4.316659], [2.772975, -2.441538, 2.064133], [-3.443789, 1.752774, -3.076834], [0.685387, 3.935394, 0.175815], [-2.686866, 3.877849, 2.460899], [4.431927, -0.422334, -1.099816], [-2.975136, 2.424428, -0.854186], [4.704556, 0.632183, -1.142815], [-1.406811, 1.891428, 2.339425], [0.557670, 3.490871, 1.162518]], "atomic_forces_ev_per_a": [[0.00, -0.04, 0.00], [-0.01, 0.00, -0.01], [-0.01, -0.14, 0.13], [0.00, -0.02, -0.05], [-0.04, 0.05, -0.04], [-0.06, 0.01, 0.04], [0.00, 0.00, 0.18], [-0.01, 0.01, -0.01], [-0.03, 0.05, 0.01], [0.00, -0.08, 0.01], [0.11, 0.11, -0.06], [0.36, -0.10, -0.10], [-0.06, 0.15, 0.01], [0.04, -0.02, -0.05], [0.01, 0.00, 0.02], [-0.06, -0.09, 0.06], [0.00, 0.01, -0.03], [-0.01, 0.02, 0.02], [0.02, 0.03, 0.00], [-0.01, 0.01, 0.00], [-0.01, -0.02, -0.03], [0.01, 0.00, 0.02], [0.01, 0.04, 0.00], [0.05, 0.03, 0.02], [-0.04, 0.02, 0.02], [0.04, 0.01, 0.07], [0.27, 0.06, -0.12], [-0.07, 0.07, 0.02], [0.03, -0.07, -0.05], [-0.03, 0.02, -0.01], [0.00, -0.07, -0.19], [-0.01, -0.01, 0.00], [0.01, -0.01, 0.00], [-0.01, 0.00, -0.03], [0.05, 0.00, 0.00], [-0.05, 0.02, -0.02], [0.02, 0.00, 0.01], [-0.07, 0.14, -0.07], [0.16, 0.15, -0.05], [0.01, 0.00, -0.01], [-0.10, 0.04, -0.12], [0.00, -0.01, -0.01], [0.00, -0.01, -0.01], [0.04, -0.06, -0.01], [0.01, 0.00, 0.00], [0.00, 0.03, -0.03], [0.01, 0.07, 0.00], [0.01, 0.10, 0.07], [-0.01, 0.01, 0.03], [0.00, -0.01, 0.01], [0.00, 0.07, 0.00], [0.01, -0.01, 0.00], [0.02, 0.07, 0.06], [-0.01, 0.01, -0.02], [-0.05, -0.10, 0.08], [-0.56, -0.40, 0.24], [-0.02, -0.01, -0.01], [0.02, 0.06, 0.01], [0.02, -0.03, 0.02], [0.00, 0.00, 0.00], [0.01, 0.00, 0.01], [0.00, 0.00, 0.01], [0.00, 0.00, 0.01], [0.02, 0.06, 0.02], [0.05, -0.03, 0.02], [0.01, 0.01, 0.00], [0.00, 0.00, -0.01], [0.00, -0.01, 0.01], [-0.02, -0.06, 0.00], [-0.01, 0.00, -0.01], [0.01, -0.02, -0.02], [0.00, 0.00, 0.01], [0.01, 0.02, 0.00], [0.01, 0.02, -0.02], [0.01, -0.02, 0.00], [-0.02, 0.00, 0.01], [-0.04, 0.02, -0.06], [-0.03, -0.01, -0.05], [-0.01, -0.01, -0.04], [-0.02, 0.00, -0.01], [-0.04, -0.04, 0.00], [0.00, 0.02, 0.01], [0.04, -0.08, 0.03], [0.03, -0.02, 0.04]]}

---

{"formula": "C6H21CoO6", "method": "ωB97M-V/def2-TZVPD", "s_squared": 3.7559, "relative_energy_kj_mol": 0.0, "e_tot_ha": -2075.39144, "spin_multiplicity": 4, "charge": -1, "species": ["H", "H", "H", "H", "C", "H", "H", "C", "O", "O", "C", "H", "H", "H", "O", "C", "H", "C", "H", "H", "H", "O", "H", "H", "O", "H", "H", "H", "H", "H", "H", "O", "C", "Co"], "positions_angstrom": [[-2.492058, 4.268603, -2.787417], [2.074837, -0.573749, 4.505073], [-1.058809, 2.211961, -2.759831], [2.302790, -1.630107, 3.110836], [0.283373, -0.959408, 3.386279], [-0.001397, -1.829172, 4.000977], [1.171124, 1.536340, -1.689718], [0.977366, -2.494462, -1.226295], [-0.126413, -1.242211, 2.016107], [0.098998, 1.681026, 1.864433], [-2.144875, 2.130524, -2.611257], [-0.282618, -2.189987, 1.997549], [1.008266, -3.495511, -1.667023], [-0.322197, -0.133543, 3.740527], [2.104575, -0.890546, 0.143304], [2.194189, -2.226924, -0.388031], [-2.748012, 3.334551, -4.285528], [1.766759, -0.749506, 3.469968], [-3.925410, 3.239960, -2.970882], [3.096811, -2.334917, -1.003880], [0.212305, 1.342198, 2.752762], [-1.505028, -0.460228, -0.417742], [0.064612, -2.472063, -0.620506], [-2.483926, 1.236881, -3.170871], [-2.446616, 2.040304, -1.253117], [2.290549, -2.939784, 0.442055], [-2.011660, 1.215382, -0.930552], [0.860235, -1.725651, -1.985759], [2.062728, 0.110294, 2.865345], [2.950245, -0.439754, 0.093142], [-2.096170, -0.813082, -1.084367], [0.871449, 1.632770, -0.781462], [-2.858155, 3.327724, -3.197061], [0.112135, 0.292081, 0.442940]], "atomic_forces_ev_per_a": [[0.05, -0.01, 0.05], [-0.06, 0.04, 0.00], [-0.03, 0.01, 0.01], [-0.05, -0.02, -0.05], [-0.52, -0.98, -0.36], [0.03, 0.14, -0.09], [-0.13, -0.30, 0.08], [-0.64, -0.40, 0.29], [0.23, -0.27, 1.32], [0.13, -0.71, 0.03], [0.17, 0.00, -0.21], [-0.17, 0.10, -0.53], [0.23, 0.09, -0.16], [0.12, 0.25, -0.04], [0.05, -0.89, 0.00], [0.40, 0.39, 0.12], [0.05, 0.12, 0.01], [0.40, 0.33, 0.09], [0.04, 0.10, 0.00], [-0.03, 0.15, 0.11], [-0.10, 0.24, 0.09], [-0.27, -0.12, 0.10], [0.12, 0.26, -0.05], [0.07, 0.01, 0.13], [-0.18, -0.26, -0.09], [-0.10, 0.04, -0.03], [-0.03, 0.07, 0.37], [0.02, -0.04, -0.12], [-0.04, -0.05, 0.02], [-0.16, 0.22, -0.11], [0.36, -0.01, 0.07], [0.20, -0.06, -0.18], [-0.25, -0.07, -0.17], [0.08, 1.63, -0.68]]}

---

{"formula": "CH4OS", "method": "ωB97M-V/def2-TZVPD", "smiles": "C=O.S", "relative_energy_kj_mol": 57.3, "e_tot_ha": -513.87293, "charge": 0, "species": ["O", "H", "H", "H", "C", "H", "S"], "positions_angstrom": [[0.102266, 2.450754, -2.487176], [0.016503, 1.800628, -0.555592], [0.289577, -2.367258, 2.908221], [-1.175209, -1.520880, 1.835809], [-0.338505, 1.775993, -1.597626], [-0.791417, 0.826376, -1.948233], [0.153984, -1.835235, 1.710080]], "atomic_forces_ev_per_a": [[-0.18, 1.12, 0.45], [-0.47, 0.67, 0.21], [-0.17, -0.17, 0.56], [0.81, -0.29, 0.15], [1.49, -1.95, -1.35], [-0.84, 0.15, 0.70], [-0.65, 0.47, -0.71]]}